# C3H12N2O3

A 3-piece molecular cluster, C3H12N2O3 overall (wB97M-V/def2-TZVPD, the OMol25 dataset).

Computed properties:
molecular weight: 124.1 g mol⁻¹
energy relative to the best compared isomer or geometry (same formula, charge and spin): 39.4 kcal/mol
E_LUMO: 0.029 Eh
DFT total energy: -456.7073 a.u.

Last column: Mulliken charge in e.
Cartesian coordinates (Å):
1 C -1.132 1.503 0.303  0.77
2 N 0.015 1.502 -0.348  -0.22
3 O -1.528 2.677 0.811  -0.51
4 O -1.586 0.338 0.745  -0.52
5 O -3.036 1.449 -0.716  -0.96
6 H -2.486 2.689 0.579  0.40
7 H -2.527 0.344 0.259  0.43
8 H -3.105 1.391 -1.672  0.17
9 H 0.407 0.607 -0.689  0.35
10 H 0.410 2.389 -0.612  0.22
11 C 1.005 -1.793 0.264  -0.28
12 C 2.259 -1.250 0.934  -1.08
13 N 0.816 -1.166 -1.060  -0.68
14 H 1.591 -1.393 -1.676  0.20
15 H -0.029 -1.516 -1.500  0.21
16 H 0.127 -1.543 0.861  0.21
17 H 1.064 -2.888 0.197  0.36
18 H 2.393 -1.700 1.919  0.33
19 H 2.192 -0.168 1.059  0.28
20 H 3.152 -1.471 0.342  0.31


# C3H16N2O3

A 4-piece molecular cluster, C3H16N2O3 overall at a distorted geometry (wB97M-V/def2-TZVPD, the OMol25 dataset).

Computed properties:
molecular weight: 128.2 g mol⁻¹
energy relative to the best compared isomer or geometry (same formula, charge and spin): 33.1 kcal/mol
E_LUMO: 0.010 Eh
DFT total energy: -459.0833 a.u.
SMILES string: NCCCN.O.O.O

Last column: Mulliken charge in e.
Cartesian coordinates (Å):
1 N -3.611 0.054 0.175  -0.63
2 C -2.553 0.923 0.734  -0.66
3 C -1.117 0.363 0.471  -0.34
4 C -0.811 -0.954 1.148  -0.54
5 N 0.323 -1.705 0.625  -0.49
6 H -3.178 -0.495 -0.565  0.25
7 H -3.899 -0.672 0.825  0.29
8 H -2.544 1.895 0.246  0.32
9 H -2.737 1.120 1.797  0.35
10 H -0.484 1.220 0.697  0.24
11 H -1.287 0.257 -0.585  0.22
12 H -0.672 -0.746 2.239  0.30
13 H -1.681 -1.583 1.141  0.31
14 H 1.210 -1.446 1.019  0.21
15 H 0.301 -2.073 -0.305  0.17
16 O 3.228 0.898 0.022  -0.61
17 H 3.644 0.082 -0.307  0.30
18 H 2.505 1.275 -0.476  0.31
19 O -0.584 -0.883 -5.553  -0.63
20 H -1.128 -0.341 -6.127  0.32
21 H -1.151 -0.930 -4.777  0.31
22 O 3.999 1.280 3.090  -0.63
23 H 4.168 0.367 2.844  0.30
24 H 3.361 1.632 2.471  0.32


# C24H17F4N2S

A 2-piece molecular cluster, C24H17F4N2S overall at a distorted geometry (wB97M-V/def2-TZVPD, the OMol25 dataset).

Computed properties:
molecular weight: 441.5 g mol⁻¹
energy relative to the best compared isomer or geometry (same formula, charge and spin): 0.9 kcal/mol
E_LUMO: -0.214 Eh
net charge: +1
DFT total energy: -1831.6350 a.u.

Last column: Mulliken charge in e.
Cartesian coordinates (Å):
1 F -3.785 2.639 2.632  -0.30
2 C -3.745 1.266 2.722  0.37
3 C -4.953 0.570 2.668  -0.70
4 C -4.865 -0.823 2.729  0.33
5 F -6.037 -1.544 2.685  -0.30
6 C -3.667 -1.505 2.869  -0.72
7 C -2.454 -0.774 2.995  1.06
8 C -1.203 -1.456 3.172  -0.52
9 C 0.022 -0.841 2.915  -0.33
10 C 1.261 -1.476 2.905  -0.23
11 C 2.511 -0.790 2.784  1.07
12 C 3.730 -1.527 2.721  -0.82
13 C 4.936 -0.852 2.664  0.32
14 F 6.104 -1.580 2.637  -0.29
15 C 5.036 0.542 2.642  -0.67
16 C 3.831 1.246 2.673  0.41
17 F 3.889 2.621 2.646  -0.29
18 C 2.588 0.634 2.739  -0.85
19 C -2.514 0.645 2.881  -0.89
20 H -5.904 1.083 2.571  0.50
21 H -3.647 -2.595 2.881  0.52
22 H -1.232 -2.537 3.319  0.47
23 H -0.013 0.205 2.605  0.13
24 H 1.297 -2.566 2.933  0.51
25 H 3.698 -2.617 2.721  0.46
26 H 5.994 1.049 2.618  0.49
27 H 1.681 1.238 2.762  0.54
28 H -1.606 1.249 2.920  0.57
29 C 1.062 -5.710 9.432  -0.56
30 C -0.128 -5.221 8.868  -0.75
31 C -0.021 -4.242 7.882  0.12
32 C 1.214 -3.741 7.445  0.72
33 C 2.383 -4.202 8.039  -0.38
34 C 2.301 -5.193 9.030  -0.62
35 S 1.009 -2.570 6.143  -0.15
36 C -0.724 -2.776 6.172  0.35
37 N -1.737 -2.346 5.485  -0.26
38 C -2.965 -2.854 6.152  -0.73
39 C -2.505 -3.820 7.244  -0.66
40 N -1.058 -3.636 7.194  0.17
41 H 1.022 -6.493 10.188  0.38
42 H -1.109 -5.588 9.176  0.41
43 H 3.329 -3.776 7.715  0.39
44 H 3.216 -5.566 9.493  0.37
45 H -3.498 -2.001 6.601  0.30
46 H -3.620 -3.349 5.426  0.31
47 H -2.904 -3.551 8.228  0.33
48 H -2.781 -4.856 7.004  0.35


# C6H12N2O2S3

A single C6H12N2O2S3 molecule at a distorted geometry (wB97M-V/def2-TZVPD, the OMol25 dataset).

Computed properties:
molecular weight: 240.4 g mol⁻¹
energy relative to the best compared isomer or geometry (same formula, charge and spin): 0.0 kcal/mol
E_LUMO: 0.007 Eh
DFT total energy: -1690.3891 a.u.
SMILES string: NC(=O)CCSSSCCC(N)=O

Last column: Mulliken charge in e.
Cartesian coordinates (Å):
1 N -3.281 -5.188 -1.186  -0.46
2 C -2.649 -4.182 -0.571  0.52
3 O -2.457 -4.301 0.636  -0.62
4 C -2.125 -2.930 -1.345  -0.83
5 C -1.646 -1.855 -0.325  -0.46
6 S -1.687 -0.129 -1.028  -0.08
7 S -1.281 1.110 0.614  -0.13
8 S 0.835 1.416 0.337  -0.17
9 C 1.171 3.242 0.062  -0.54
10 C 2.632 3.471 -0.133  -0.60
11 C 3.235 3.793 1.224  0.52
12 N 3.286 2.779 2.132  -0.33
13 O 3.577 4.918 1.556  -0.63
14 H -3.143 -5.242 -2.129  0.23
15 H -3.167 -6.087 -0.590  0.29
16 H -1.309 -3.154 -1.915  0.40
17 H -3.004 -2.547 -1.870  0.39
18 H -2.320 -1.912 0.627  0.34
19 H -0.653 -2.108 -0.065  0.35
20 H 0.531 3.574 -0.760  0.40
21 H 0.913 3.693 1.022  0.36
22 H 2.936 4.160 -0.886  0.33
23 H 3.159 2.496 -0.365  0.29
24 H 2.779 1.894 1.998  0.20
25 H 3.667 3.089 2.960  0.22


# C3H9NO3

A 3-piece molecular cluster, C3H9NO3 overall at a distorted geometry (wB97M-V/def2-TZVPD, the OMol25 dataset).

Computed properties:
<S²>: 0.76
spin multiplicity: 2
molecular weight: 107.1 g mol⁻¹
energy relative to the best compared isomer or geometry (same formula, charge and spin): 150.5 kcal/mol
E_LUMO (alpha / beta): -0.307 / -0.308 Eh
net charge: +1
DFT total energy: -399.6223 a.u.

Last column: Mulliken spin population.
Cartesian coordinates (Å):
1 O -1.548 -0.434 -1.499  0.00
2 C -2.033 -0.609 -0.481  0.00
3 C -1.335 0.248 0.788  0.01
4 N -2.524 0.795 0.533  0.00
5 C 2.348 -0.692 -1.030  0.00
6 O 2.526 0.522 -0.316  0.16
7 H -2.718 -1.381 -0.125  0.00
8 H -0.513 0.951 0.685  0.00
9 H -1.378 -0.400 1.671  0.00
10 H -2.335 1.504 -0.163  0.00
11 H 2.842 -1.515 -0.542  0.00
12 H 2.864 -0.602 -1.975  0.01
13 H 1.308 -0.966 -1.078  0.00
14 H 1.695 0.128 2.691  -0.02
15 H 2.033 0.426 0.530  -0.03
16 O 1.252 0.159 1.827  0.88


# C4H5AuO4

C4H5AuO4 as an isolated structure at a distorted geometry (wB97M-V/def2-TZVPD, the OMol25 dataset).

Computed properties:
<S²>: 3.77
spin multiplicity: 4
molecular weight: 314.0 g mol⁻¹
energy relative to the best compared isomer or geometry (same formula, charge and spin): 73.1 kcal/mol
E_LUMO (alpha / beta): -0.216 / -0.343 Eh
net charge: +1
DFT total energy: -591.4528 a.u.

Last column: Mulliken spin population.
Cartesian coordinates (Å):
1 O 1.871 1.670 1.113  0.38
2 C 2.455 0.992 0.155  -0.03
3 O 3.528 0.400 0.286  0.09
4 O 1.620 0.734 -0.856  0.34
5 Au 0.398 1.841 -0.004  0.76
6 C -0.266 -1.608 -0.719  0.47
7 C -1.113 -1.429 0.325  0.26
8 O -1.396 -0.226 0.916  0.16
9 C -1.573 0.927 0.224  0.46
10 H 0.243 -2.570 -0.782  0.03
11 H -0.360 -0.993 -1.618  0.04
12 H -1.496 -2.252 0.929  0.02
13 H -2.028 1.701 0.854  0.01
14 H -1.883 0.811 -0.823  0.01


# C9H20INO2P

A 2-piece molecular cluster, C9H20INO2P overall at a distorted geometry (wB97M-V/def2-TZVPD, the OMol25 dataset).

Computed properties:
molecular weight: 332.1 g mol⁻¹
E_LUMO: 0.033 Eh
net charge: -1
DFT total energy: -1198.8169 a.u.

Last column: Mulliken charge in e.
Cartesian coordinates (Å):
1 C 2.206 -1.948 -0.030  -0.76
2 C 0.820 -2.003 -0.966  -0.37
3 P -0.309 -0.633 -0.296  -0.03
4 C 0.309 0.978 -1.203  -0.79
5 C -2.127 -0.783 -0.809  -0.37
6 N -2.820 0.060 0.285  -0.58
7 C -2.871 -0.896 1.496  -0.89
8 C -3.431 -2.359 0.950  -0.33
9 C -2.965 -2.181 -0.648  -0.74
10 I -2.355 -3.976 -1.763  -0.13
11 H 2.418 -0.832 0.254  0.20
12 H 3.106 -2.503 -0.531  0.30
13 H 1.893 -2.493 0.985  0.25
14 H 0.431 -3.100 -0.871  0.21
15 H 1.170 -1.834 -2.083  0.35
16 H -0.582 1.769 -1.256  0.32
17 H 1.255 1.444 -0.696  0.19
18 H 0.547 0.725 -2.343  0.27
19 H -2.421 -0.336 -1.849  0.26
20 H -2.099 0.799 0.436  0.31
21 H -3.817 0.333 0.127  0.90
22 H -3.559 -0.469 2.373  0.45
23 H -1.864 -1.072 2.092  0.22
24 H -3.113 -3.336 1.510  0.31
25 H -4.603 -2.211 1.109  0.29
26 H -3.997 -1.920 -1.191  0.52
27 O 3.536 1.893 0.123  -0.76
28 C 3.178 2.958 0.854  -0.14
29 C 4.017 4.236 0.376  -0.33
30 O 3.671 5.298 1.117  -0.76
31 H 3.331 2.892 1.946  0.20
32 H 2.118 3.266 0.805  0.11
33 H 3.850 4.309 -0.713  0.18
34 H 5.077 3.926 0.410  0.15


The highest molecular weight belongs to which entry? C24H17F4N2S